C4H4FN in the gas phase in a non-equilibrium geometry, computed with ωB97M-V/def2-TZVPD.

Calculated values
Energy relative to the best compared isomer or geometry (same formula, charge and spin): 75.6 kJ/mol
Structure (SMILES): N#C/C=C\CF
Orbital gap: 10.52 eV
2S+1: 1
Molar mass: 85.1 g/mol

Positions of all 10 atoms, in Å:
N -2.30471 -0.68525 0.01867
C -1.44213 0.07184 -0.02794
C -0.51794 1.15340 -0.02271
C 0.84458 1.04514 -0.01718
C 1.66913 -0.15700 0.00949
F 0.86868 -1.27704 0.00277
H -0.98989 2.12379 0.13612
H 1.34946 1.99461 0.05222
H 2.31151 -0.26296 -0.89483
H 2.32193 -0.24570 0.90093

Cartesian forces, eV/Å:
N 0.00 -0.14 -0.09
C -0.36 -0.13 0.07
C 2.01 -0.12 0.40
C -2.39 1.30 0.32
C 0.81 -1.29 -0.59
F -0.23 -0.44 0.10
H 0.28 -0.16 -0.36
H 0.37 0.10 -0.02
H -0.21 0.43 0.51
H -0.30 0.44 -0.34

Atom-resolved charges from Löwdin, all expressed in e: atom 1 (N): 0.156, atom 2 (C): -0.247, atom 3 (C): -0.080, atom 4 (C): -0.062, atom 5 (C): -0.212, atom 6 (F): -0.043, atom 7 (H): 0.111, atom 8 (H): 0.107, atom 9 (H): 0.136, atom 10 (H): 0.135